Record 1
Below is an isolated molecule of C6H10 at a distorted geometry, with properties calculated with ωB97M-V/def2-TZVPD.

The geometry in XYZ format:
```
16
Properties=species:S:1:pos:R:3:forces:R:3
C 2.798735 -0.621462 -0.082776 -2.157 2.077 1.662
C 1.786257 0.058707 0.574095 2.243 -1.469 -1.019
C 0.815912 0.805187 -0.263246 -1.886 0.627 -0.893
C -0.513432 -0.013766 -0.403287 2.266 1.066 -0.201
C -1.657738 0.362660 0.110628 -1.299 0.122 1.492
C -2.936516 -0.495509 0.070530 -0.336 0.583 0.618
H 2.986179 -0.559236 -1.148834 -0.384 0.119 0.028
H 3.547129 -1.092693 0.481312 0.802 -0.917 0.685
H 1.643400 0.004429 1.698467 0.282 0.036 -1.584
H 0.534673 1.813879 0.117070 0.336 -0.649 0.085
H 1.227203 0.997485 -1.297454 -0.276 -0.387 1.050
H -0.335822 -0.927545 -0.944516 -0.445 -0.376 -0.211
H -1.660002 1.275985 0.784084 -0.185 -0.987 -1.058
H -3.063588 -1.002960 1.114742 -0.041 0.940 -1.864
H -3.850127 0.231130 -0.135662 1.684 -1.921 0.299
H -2.788359 -1.315385 -0.704868 -0.603 1.136 0.911
```
Forces are in eV/Å.

Results
- orbital gap (eV) = 10.41
- 2S+1 = 1
- relative energy (zero: lowest compared OMol25 entry of this formula, charge and spin) (kcal per mole) = 38.74
- SMILES = C=CC/C=C/C
- DFT total energy (a.u.) = -234.5408

Record 2
Below is the ion CH4IN2 with charge +1 at a distorted geometry, with properties calculated with ωB97M-V/def2-TZVPD.

The geometry in XYZ format:
```
8
Properties=species:S:1:pos:R:3:forces:R:3
N -0.294597 0.570542 -1.099341 0.486 -2.191 -0.067
C -0.189889 0.416036 0.190841 0.793 1.802 0.413
N 0.104165 -0.712434 0.677094 1.192 -2.522 2.841
I 0.995191 -1.244291 2.665007 -1.097 0.722 -2.178
H -0.554796 1.348857 -1.579782 -0.957 2.978 -0.888
H -0.073178 -0.185183 -1.733148 -0.064 -0.233 0.217
H -0.162364 1.212988 0.906265 -0.619 0.911 -0.201
H 0.175467 -1.406516 -0.026935 0.266 -1.467 -0.139
```
Forces are in eV/Å.

Results
- orbital gap (eV) = 8.27
- 2S+1 = 1
- relative energy (zero: lowest compared OMol25 entry of this formula, charge and spin) (kcal per mole) = 26.13
- SMILES = N/C=[NH+]/I
- charge = +1
- DFT total energy (a.u.) = -447.4154

Record 3
Below is a structure of composition C6H10NdO5 at a distorted geometry, with properties calculated with ωB97M-V/def2-TZVPD.

The geometry in XYZ format:
```
22
Properties=species:S:1:pos:R:3:forces:R:3
O -3.851942 1.699404 -0.197150 3.275 -2.006 -0.521
C -2.948959 0.911120 -0.260150 -2.065 3.390 0.960
C -3.173396 -0.589134 -0.130143 0.569 -1.578 -0.178
O -2.011578 -1.364389 -0.165445 -0.121 0.379 -0.418
C -1.351703 -1.497383 1.070169 -0.003 0.225 0.799
C -0.108672 -2.338922 0.930169 -0.059 -0.571 0.025
O 0.823783 -1.809225 -0.030645 0.134 0.650 0.253
C 0.843434 -2.495814 -1.293075 -0.164 -0.387 -0.303
H -3.759708 -0.768510 0.788782 0.157 0.399 -0.173
H -3.799796 -0.897479 -0.981432 0.159 0.323 0.106
H -2.012894 -1.979020 1.811736 0.215 0.103 -0.130
H -1.070726 -0.511485 1.486179 -0.157 -0.025 -0.134
H 0.419522 -2.365951 1.891558 -0.266 -0.147 -0.101
H -0.362808 -3.362056 0.627740 0.090 0.171 0.136
H 1.558088 -1.976491 -1.941149 -0.132 -0.084 0.008
H 1.185593 -3.525277 -1.132357 -0.112 0.219 -0.142
H -0.157741 -2.470187 -1.737371 0.297 -0.041 0.010
O 0.747663 1.949523 0.920619 -3.554 1.104 -0.120
C 0.245701 1.998551 -0.228747 5.395 -2.429 0.822
O 0.973115 1.675110 -1.196857 -3.587 1.041 -0.756
Nd 2.218468 0.188743 0.222084 0.855 -0.341 0.064
H -1.651458 1.408249 -0.265695 -0.924 -0.394 -0.208
```
Forces are in eV/Å.

Results
- orbital gap (spin up / spin down) (eV) = 3.95 / 7.76
- 2S+1 = 5
- <S²> = 6.337
- charge = +2
- DFT total energy (a.u.) = -1171.4600